No. 1
# C51H50AsBaGeN3O6S2

A structure of composition C51H50AsBaGeN3O6S2 (wB97M-V/def2-TZVPD, the OMol25 dataset).

Calculated values
HOMO level	-7.24	eV
orbital gap	6.4435	eV
energy relative to the best compared isomer or geometry (same formula, charge and spin)	172.4	kJ/mol
E_LUMO	-0.80	eV

Geometry as XYZ:
```
115
Properties=species:S:1:pos:R:3:lowdin_charge:R:1
Ba -0.533 -0.147 0.483 1.68
C 1.391 4.987 3.981 -0.08
C 0.037 5.280 4.124 -0.08
C -0.921 4.464 3.555 -0.02
C -0.523 3.343 2.829 -0.24
C 0.824 3.058 2.681 -0.05
C 1.786 3.871 3.258 -0.07
N -1.438 2.418 2.222 0.06
N -2.626 2.756 2.333 0.09
C -3.571 1.865 1.755 -0.30
C -4.900 2.197 1.969 0.00
C -5.882 1.374 1.446 -0.05
C -5.497 0.256 0.725 -0.04
C -4.137 0.015 0.563 -0.13
N -3.190 0.796 1.062 0.02
H 2.133 5.630 4.435 0.10
H -0.269 6.150 4.691 0.10
H -1.973 4.678 3.666 0.10
H 1.103 2.189 2.100 0.02
H 2.835 3.630 3.149 0.10
H -5.133 3.088 2.535 0.11
H -6.928 1.601 1.598 0.11
H -6.224 -0.420 0.300 0.11
H -3.801 -0.862 0.021 0.08
O 1.799 -1.859 -3.458 -0.29
S 0.956 -0.951 -2.738 0.55
O -0.511 -1.393 -2.894 -0.42
O 1.218 -0.815 -1.319 -0.50
C 1.156 0.661 -3.489 -0.20
C 1.906 0.594 -4.661 -0.06
C 2.325 1.740 -5.314 -0.06
C 2.010 2.975 -4.784 -0.05
C 1.242 3.050 -3.632 -0.05
C 0.793 1.915 -2.967 -0.19
S -0.337 2.287 -1.598 0.41
O 0.419 2.239 -0.344 -0.49
O -0.877 3.575 -1.918 -0.28
O -1.293 1.167 -1.650 -0.52
H 2.189 -0.375 -5.043 0.11
H 2.905 1.652 -6.223 0.11
H 2.337 3.886 -5.267 0.11
H 0.942 4.012 -3.242 0.11
C 4.858 0.682 5.906 -0.09
C 3.530 0.289 5.834 -0.08
C 2.933 0.090 4.597 -0.12
C 3.673 0.266 3.432 -0.39
C 5.004 0.662 3.506 -0.10
C 5.593 0.871 4.745 -0.08
As 2.755 -0.047 1.754 1.31
C 3.951 0.606 0.390 -0.34
C 4.111 1.919 -0.018 -0.09
C 4.906 2.198 -1.123 -0.08
C 5.512 1.161 -1.820 -0.08
C 5.329 -0.158 -1.428 -0.02
C 4.544 -0.445 -0.319 -0.20
C 4.225 -1.798 0.186 -0.20
C 4.703 -2.996 -0.330 -0.02
C 4.311 -4.196 0.242 -0.07
C 3.434 -4.215 1.320 -0.09
C 2.938 -3.024 1.833 -0.09
C 3.345 -1.826 1.271 -0.32
H 5.322 0.844 6.871 0.10
H 2.953 0.147 6.739 0.10
H 1.888 -0.197 4.541 0.10
H 5.579 0.804 2.599 0.10
H 6.629 1.180 4.805 0.10
H 3.602 2.722 0.502 0.10
H 5.040 3.221 -1.450 0.10
H 6.123 1.381 -2.687 0.10
H 5.789 -0.956 -1.997 0.11
H 5.379 -2.998 -1.176 0.11
H 4.690 -5.128 -0.160 0.10
H 3.127 -5.158 1.753 0.10
H 2.234 -3.035 2.658 0.11
C -4.193 -3.900 0.048 -0.11
C -3.769 -4.034 -1.409 -0.26
C -3.510 -2.686 -2.073 -0.29
C -2.896 -2.799 -3.470 -0.29
Ge -0.985 -3.126 -3.459 0.98
C -0.242 -4.342 -2.139 -0.28
C -0.230 -3.822 -0.694 -0.28
C 0.044 -4.911 0.346 -0.25
C -1.120 -5.872 0.552 -0.09
H -4.418 -4.873 0.487 0.08
H -5.091 -3.283 0.133 0.07
H -3.404 -3.446 0.655 0.04
H -4.544 -4.559 -1.977 0.11
H -2.875 -4.660 -1.469 0.08
H -2.851 -2.080 -1.438 0.07
H -4.455 -2.137 -2.131 0.12
H -2.998 -1.861 -4.022 0.07
H -3.398 -3.570 -4.060 0.07
H -0.410 -3.252 -4.871 0.00
H 0.772 -4.595 -2.458 0.08
H -0.835 -5.258 -2.216 0.06
H -1.179 -3.338 -0.432 0.07
H 0.553 -3.064 -0.614 0.08
H 0.254 -4.417 1.297 0.08
H 0.946 -5.457 0.054 0.10
H -2.014 -5.320 0.850 0.05
H -0.901 -6.585 1.348 0.07
H -1.349 -6.446 -0.349 0.07
C -1.578 -2.214 2.373 -0.20
C -1.787 -3.221 3.040 -0.27
C -2.047 -4.400 3.811 -0.29
C -3.355 -4.819 4.075 -0.05
C -3.598 -5.978 4.794 -0.10
C -2.542 -6.746 5.266 -0.11
C -1.239 -6.343 5.011 -0.10
C -0.993 -5.185 4.292 -0.06
H -4.176 -4.217 3.706 0.11
H -4.618 -6.285 4.989 0.10
H -2.735 -7.651 5.828 0.09
H -0.408 -6.935 5.376 0.10
H 0.025 -4.868 4.093 0.10
```


No. 2
# C51H50BrDyF3N8O2PS2

A structure of composition C51H50BrDyF3N8O2PS2 (wB97M-V/def2-TZVPD, the OMol25 dataset).

Calculated values
HOMO level (alpha / beta)	-7.46 / -7.47	eV
orbital gap (alpha / beta)	7.1915 / 7.4416	eV
2S+1	6
E_LUMO (alpha / beta)	-0.27 / -0.03	eV

Geometry as XYZ:
```
119
Properties=species:S:1:pos:R:3:lowdin_spin:R:1
Dy 0.242 -0.013 -0.027 5.09
F 5.668 -0.469 -4.014 0.00
C 4.507 0.164 -3.725 0.00
F 4.839 1.236 -3.016 0.00
F 4.058 0.626 -4.922 0.00
C 3.510 -0.786 -3.126 0.00
C 3.395 -2.006 -3.767 0.00
C 2.469 -2.937 -3.315 0.00
C 1.664 -2.571 -2.252 0.00
N 1.718 -1.395 -1.648 0.00
C 2.645 -0.477 -2.044 0.00
S 2.666 0.983 -1.175 -0.03
H 4.030 -2.222 -4.615 0.00
H 2.351 -3.887 -3.806 0.00
H 0.923 -3.258 -1.859 0.00
O -3.771 -0.928 -1.509 0.00
C -2.608 -0.633 -1.784 0.00
O -1.581 -0.966 -1.121 0.00
C -2.315 0.215 -3.041 0.00
P -0.476 0.504 -2.975 0.00
C -0.210 2.082 -3.864 0.00
C -1.212 2.964 -4.243 0.00
C -0.891 4.164 -4.855 0.00
C 0.428 4.490 -5.117 0.00
C 1.438 3.626 -4.723 0.00
C 1.119 2.443 -4.087 0.00
C -0.071 -0.678 -4.320 0.00
C 0.624 -0.344 -5.474 0.00
C 0.828 -1.292 -6.462 0.00
C 0.346 -2.580 -6.311 0.00
C -0.332 -2.927 -5.153 0.00
C -0.534 -1.984 -4.163 0.00
H -2.919 1.122 -3.004 0.00
H -2.598 -0.325 -3.949 0.00
H -2.252 2.730 -4.072 0.00
H -1.682 4.848 -5.128 0.00
H 0.670 5.414 -5.622 0.00
H 2.474 3.873 -4.905 0.00
H 1.911 1.790 -3.750 0.00
H 0.992 0.661 -5.614 0.00
H 1.358 -1.012 -7.362 0.00
H 0.489 -3.310 -7.096 0.00
H -0.700 -3.935 -5.021 0.00
H -1.069 -2.253 -3.263 0.00
Br 2.916 -1.632 1.325 0.00
C 3.385 -0.017 2.298 0.00
C 4.704 0.118 2.627 0.00
C 5.108 1.190 3.432 0.00
C 4.162 2.029 3.942 0.00
C 2.799 1.873 3.624 0.00
C 1.841 2.690 4.254 0.00
C 0.518 2.517 3.970 0.00
C 0.126 1.622 2.959 0.00
C 0.991 0.778 2.261 -0.05
C 2.360 0.869 2.703 -0.01
H 5.426 -0.609 2.288 0.00
H 6.154 1.313 3.668 0.00
H 4.440 2.820 4.624 0.00
H 2.177 3.423 4.974 0.00
H -0.235 3.082 4.509 0.00
H -0.933 1.622 2.713 0.00
N -2.377 9.971 4.126 0.00
C -2.101 9.053 3.497 0.00
C -1.775 7.917 2.722 0.00
C -1.063 6.862 3.294 0.00
C -0.790 5.730 2.552 0.00
C -1.230 5.646 1.234 0.00
C -1.905 6.716 0.651 0.00
C -2.181 7.847 1.388 0.00
N -1.048 4.477 0.489 0.00
C -1.951 3.997 -0.422 0.00
C -1.454 2.815 -0.859 0.00
N -0.261 2.552 -0.243 0.00
C -0.043 3.572 0.554 0.00
H -0.731 6.934 4.320 0.00
H -0.262 4.901 2.996 0.00
H -2.208 6.656 -0.381 0.00
H -2.701 8.680 0.940 0.00
H -2.876 4.489 -0.631 0.00
H -1.895 2.135 -1.553 0.00
H 0.834 3.703 1.159 0.00
C -3.865 -3.786 0.435 0.00
C -4.213 -2.773 1.519 0.00
N -3.655 -1.496 1.155 0.00
C -3.025 -0.583 1.871 0.00
S -2.707 0.915 1.161 0.00
N -2.715 -0.722 3.189 0.00
C -2.060 -1.870 3.799 0.00
C -0.870 -1.398 4.630 0.00
H -4.277 -4.766 0.672 0.00
H -2.784 -3.856 0.329 0.00
H -4.268 -3.448 -0.516 0.00
H -3.852 -3.084 2.498 0.00
H -5.303 -2.674 1.586 0.00
H -3.807 -1.249 0.153 0.00
H -2.369 0.151 3.566 0.00
H -1.705 -2.539 3.010 0.00
H -2.766 -2.418 4.440 0.00
H -0.156 -0.873 3.992 0.00
H -0.365 -2.244 5.091 0.00
H -1.202 -0.729 5.422 0.00
N -0.245 -2.289 0.923 0.00
C -0.194 -3.416 1.181 0.00
N -0.134 -4.677 1.451 0.00
C -1.081 -5.347 2.321 0.00
C -0.372 -5.828 3.587 0.00
C 0.786 -6.748 3.211 0.00
C 1.754 -5.997 2.297 0.00
C 1.023 -5.468 1.064 0.00
H -1.500 -6.205 1.782 0.00
H -1.891 -4.665 2.577 0.00
H -1.089 -6.344 4.226 0.00
H 0.014 -4.966 4.136 0.00
H 0.402 -7.635 2.700 0.00
H 1.303 -7.082 4.111 0.00
H 2.553 -6.659 1.968 0.00
H 2.211 -5.169 2.841 0.00
H 0.671 -6.311 0.455 0.00
H 1.686 -4.841 0.467 0.00
```


Number 1: total energy -7723.73276 a.u.. Number 2: total energy -7458.47563 a.u..